15
Properties=species:S:1:pos:R:3:forces:R:3 method="wB97M-V/def2-TZVPD" total_energy_ev=-8377.9959 homo_lumo_gap_ev=12.403 homo_ha=-0.5939 max_force_ev_per_a=8.93 total_charge=+1
C 0.767258 -0.914876 -1.012377 2.8 2.9 0.3
C -1.682095 0.361377 1.859024 1.3 2.3 -0.7
C 2.248214 0.140892 -0.947413 -0.3 -5.1 0.6
C -1.014287 0.088309 0.366468 -8.9 0.5 0.9
O -1.689635 0.201474 -0.850013 1.3 0.1 1.8
O 0.102648 -0.291730 0.378593 3.4 -1.6 -2.2
H 0.901210 -1.900553 -0.479275 0.2 0.9 -1.5
H 0.174314 -0.820259 -2.067276 1.0 -0.2 3.3
H -1.325034 1.430672 1.722639 -0.5 -0.4 1.1
H -2.783139 0.489535 2.226200 1.8 -0.8 -1.8
H -1.050939 -0.038071 2.730055 -0.7 0.2 -1.8
H 2.947447 -0.518973 -1.519364 -0.3 0.2 0.6
H 2.689738 0.192749 0.107629 -1.2 0.0 -1.5
H 2.323013 1.015869 -1.521874 -1.1 1.5 -0.4
H -2.608713 0.563585 -0.993017 1.2 -0.4 1.3

29
Properties=species:S:1:pos:R:3:forces:R:3 method="wB97M-V/def2-TZVPD" total_energy_ev=-32587.2172 homo_lumo_gap_ev=7.341 smiles="N#C[C@H](C(=O)c1ccco1)[C@H]1Nc2ccccc2S1" homo_ha=-0.2952 max_force_ev_per_a=4.45
N -1.200735 -4.066427 1.082999 1.0 2.0 -0.1
C -0.793554 -2.974402 1.015602 -1.9 -3.0 -0.1
C -0.412073 -1.596517 0.933631 -0.4 0.7 0.4
C 0.929044 -1.536243 1.744667 0.2 2.8 -0.6
O 1.053351 -1.204412 2.919852 -0.9 -1.3 -1.6
C 2.104213 -1.347160 0.856004 1.6 -1.2 -0.2
C 3.233054 -0.759222 1.273373 1.3 1.9 -1.4
C 4.021178 -0.431314 0.092955 2.1 1.0 2.2
C 3.367725 -0.885917 -0.945079 -0.7 -2.3 0.0
O 2.271607 -1.633353 -0.489676 -1.2 1.1 -0.9
C -1.547223 -0.581155 1.433796 2.4 0.7 -0.9
N -0.951470 0.812640 1.226702 -3.4 -1.7 -0.7
C -1.480130 1.342141 0.050086 2.6 1.5 1.1
C -0.847477 2.426871 -0.586425 -2.8 -0.7 -3.4
C -1.422058 2.686624 -1.881852 0.6 1.2 0.6
C -2.513589 1.952316 -2.457777 2.5 2.1 -1.0
C -3.082785 0.942558 -1.744589 1.4 1.1 0.9
C -2.568376 0.727894 -0.473782 -1.6 -2.5 -0.5
S -3.050883 -0.825949 0.392434 1.2 1.9 0.5
H -0.308236 -1.321863 -0.163225 0.4 -0.4 1.3
H 3.452245 -0.233980 2.150645 -0.1 -0.1 1.6
H 5.054648 0.024367 0.046612 -1.6 -0.4 0.2
H 3.800412 -0.972030 -1.924799 -0.9 -0.3 -0.5
H -1.738033 -0.541728 2.467587 -0.4 -1.2 1.2
H -0.000207 0.954003 1.448358 0.9 0.0 0.1
H 0.022167 2.968400 -0.287940 0.3 0.1 0.5
H -1.013029 3.578921 -2.465445 -0.5 -1.5 0.7
H -2.618189 2.203585 -3.543197 -0.7 -0.6 1.2
H -3.761596 0.291353 -2.171517 -1.5 -1.2 -0.6

11
Properties=species:S:1:pos:R:3:forces:R:3 method="wB97M-V/def2-TZVPD" total_energy_ev=-15078.2705 homo_lumo_gap_ev=8.424 smiles="S=CC1CC1" homo_ha=-0.3194 max_force_ev_per_a=3.14
S 0.407868 0.394192 1.653009 -2.0 -0.8 -2.3
C -0.824935 -0.180528 0.608127 2.2 -0.5 0.4
C -0.813400 -0.454862 -0.879017 1.6 1.0 1.1
C 0.634755 -0.793481 -1.477109 -1.1 1.0 1.0
C 0.105781 0.587339 -1.559625 0.2 -0.1 0.6
H -1.672234 -0.512363 1.153152 -1.1 -0.1 0.2
H -1.733518 -0.719105 -1.437298 0.7 0.1 0.8
H 0.805572 -1.423679 -2.360319 -0.3 0.2 0.7
H 1.264233 -0.816635 -0.592114 0.5 -0.8 -0.5
H 0.591845 1.377182 -0.911645 -0.9 -1.0 -0.9
H -0.395000 0.836719 -2.454153 0.2 0.9 -1.1

50
Properties=species:S:1:pos:R:3:forces:R:3 method="wB97M-V/def2-TZVPD" total_energy_ev=-81474.7883 spin_multiplicity=3 homo_lumo_gap_ev="9.012 / 9.031" s2=2.003 homo_ha="-0.5978 / -0.5967" max_force_ev_per_a=4.60 total_charge=+2
C -3.190292 1.954213 -3.667297 -0.2 0.3 -0.2
C -2.299450 1.527538 -2.570167 -0.2 -2.7 1.4
H -3.968183 1.207395 -3.845079 0.2 0.0 0.2
H -2.611892 2.090221 -4.595799 0.0 0.1 0.3
H -3.665561 2.915529 -3.416115 0.3 -0.2 -0.1
O -2.291095 0.471885 -1.935908 0.5 3.4 -1.5
Cl -0.995125 2.816141 -2.138887 -0.6 -0.2 -0.4
Pr -0.039576 0.758267 -0.370610 1.7 -0.4 1.1
P 0.749120 -1.223911 -2.290957 0.9 -0.5 -0.8
C 0.935727 -3.028818 -2.188102 -0.3 -0.2 0.5
C 0.150209 -0.996304 -3.997242 -0.4 0.1 0.0
H 0.817385 -1.497709 -4.709514 -0.2 0.1 0.2
H 2.956663 -1.321358 -3.206857 0.1 0.3 0.2
H 0.094443 0.071703 -4.241894 0.1 -0.2 -0.1
H 2.548215 0.371408 -2.761161 0.1 -0.3 0.0
H -0.064285 -3.481882 -2.177889 0.3 0.0 0.0
H -0.857473 -1.423110 -4.075424 0.2 0.1 -0.1
C 2.496730 -0.681119 -2.441904 0.0 0.2 0.2
H 1.503764 -3.424810 -3.042393 -0.2 0.3 0.2
H 3.038679 -0.776690 -1.489082 -0.2 0.0 -0.3
H 1.447542 -3.298898 -1.253554 -0.1 0.0 -0.3
P -2.014973 1.304396 1.661677 -0.4 0.5 1.1
C -2.621703 0.238196 2.997073 0.0 -0.5 -0.1
C -0.932350 2.454730 2.586990 0.2 0.0 -0.2
H -3.214101 3.056418 0.496415 -0.2 0.0 0.2
H -3.745396 2.953051 2.202268 0.1 -0.2 -0.2
H -4.295292 1.730674 1.011585 0.1 0.2 0.0
C -3.457203 2.370690 1.317291 -0.1 -0.2 -0.5
H -0.471990 3.189969 1.909145 -0.1 0.0 0.3
H -1.590503 2.971850 3.295791 0.3 0.1 -0.1
H -3.172020 0.835224 3.738721 0.2 -0.2 -0.2
H -1.773841 -0.272136 3.477212 -0.3 0.2 -0.1
H -0.134711 1.924810 3.123936 -0.3 0.1 -0.1
H -3.287709 -0.519727 2.563273 0.1 0.1 0.3
C -1.419978 -1.342448 0.081303 -2.6 -3.7 0.9
O -2.116943 -2.237843 0.276341 2.4 3.0 -0.7
C 2.598995 -2.150905 1.502318 0.0 -0.2 -0.3
C 2.388601 -0.681325 1.781486 0.5 0.6 0.9
O 1.536978 -0.036257 0.892923 -1.1 0.4 -0.7
C 1.799593 -0.553893 3.229012 -0.1 -0.2 1.0
F 2.539729 -1.222547 4.157451 -0.9 0.8 -1.2
F 1.665773 0.731714 3.653830 0.1 -1.0 -0.4
F 0.534474 -1.099952 3.241496 0.9 0.4 -0.1
C 3.779600 0.035541 1.755743 1.3 0.3 0.1
F 4.689788 -0.499142 2.621817 -1.2 0.4 -0.9
F 4.315744 -0.078444 0.503107 -0.5 0.0 0.7
F 3.698910 1.354069 2.027491 -0.2 -0.8 -0.2
H 1.627797 -2.662918 1.487238 0.3 0.1 0.2
H 3.239510 -2.545461 2.301805 -0.2 -0.2 -0.4
H 3.077680 -2.278019 0.521095 0.0 0.0 0.4

23
Properties=species:S:1:pos:R:3:forces:R:3 method="wB97M-V/def2-TZVPD" total_energy_ev=-11011.4436 homo_lumo_gap_ev=9.545 smiles="C=C(C)CCN.O.O" homo_ha=-0.3311 max_force_ev_per_a=4.41
C -0.058666 0.814909 1.557410 0.1 0.9 -0.5
C -0.186641 -0.504120 1.363962 0.3 1.8 0.3
C 1.094484 -1.251990 1.087251 -0.6 0.1 0.0
C -1.534253 -1.131601 1.235137 -0.5 -1.3 0.4
C -1.853860 -1.172390 -0.277204 -0.3 4.3 -0.6
N -1.788734 0.191835 -0.984568 -0.6 -0.8 -0.2
H 0.951850 1.301393 1.396493 -1.3 -0.5 0.5
H -0.927515 1.507906 1.674520 0.8 -0.8 0.1
H 0.832845 -2.177427 0.602150 0.2 -0.8 0.1
H 1.541672 -1.427811 2.112157 0.4 0.1 -1.7
H 1.637750 -0.686628 0.272818 0.1 -0.7 1.8
H -2.247929 -0.724641 1.994962 0.3 0.0 -1.2
H -1.497803 -2.213816 1.424316 0.2 0.1 0.6
H -0.974204 -1.612000 -0.709153 -0.1 -1.1 -0.5
H -2.826182 -1.529464 -0.631661 0.5 -0.7 0.6
H -2.356051 0.993947 -0.724028 -0.5 -0.8 0.5
H -0.874061 0.577253 -1.026217 0.9 -0.1 0.1
O 2.460514 0.674141 -1.662748 0.2 0.6 -0.3
H 2.706548 0.189232 -2.460554 -0.2 -0.3 0.6
H 2.158165 0.110380 -0.950389 0.2 -0.5 -0.5
O 1.131946 3.028433 -1.842960 -0.5 1.4 0.1
H 0.905206 2.249230 -2.341101 0.3 -0.5 0.2
H 1.704920 2.793229 -1.110594 0.0 -0.5 -0.3

71
Properties=species:S:1:pos:R:3:forces:R:3 method="wB97M-V/def2-TZVPD" total_energy_ev=-63703.0031 spin_multiplicity=4 homo_lumo_gap_ev="7.425 / 6.518" s2=3.770 homo_ha="-0.3770 / -0.3848" max_force_ev_per_a=1.47 total_charge=+1
Re 0.180465 0.011854 -0.911146 -0.1 0.0 1.5
O 2.315044 -2.863676 -3.447991 -0.1 0.1 0.1
C 3.548947 -2.430993 -3.130768 0.0 0.1 0.0
C 4.605602 -3.238173 -3.555172 0.0 0.0 0.0
C 5.907497 -2.894853 -3.273615 0.0 0.0 0.0
C 6.201026 -1.732241 -2.555810 0.0 0.0 0.0
C 5.169346 -0.930873 -2.132652 0.0 0.0 0.0
C 3.830627 -1.257840 -2.408702 0.0 0.0 0.0
C 2.781986 -0.382272 -1.890968 -0.2 -0.3 -0.2
O 1.514742 -0.645815 -2.240948 0.0 0.0 -0.5
N 3.046896 0.611656 -1.110137 0.1 0.1 0.1
N 1.845806 1.250613 -0.812364 0.0 -0.1 0.1
C 1.897865 2.519357 -0.599651 0.0 0.1 0.0
C 0.753633 3.383326 -0.613344 0.1 0.0 0.1
C 0.944208 4.749817 -0.346788 0.0 0.0 0.0
C -0.055562 5.662814 -0.575284 0.0 0.0 0.0
C -1.259715 5.222605 -1.130576 0.0 0.0 0.0
C -1.471395 3.887788 -1.403420 -0.1 0.1 0.0
C -0.486467 2.943984 -1.111757 0.0 -0.2 0.0
O -0.749570 1.662982 -1.363425 0.1 0.4 -0.3
H 1.646729 -2.228032 -3.136531 0.1 -0.1 -0.1
H 4.362905 -4.133778 -4.111356 0.0 0.0 0.0
H 6.710154 -3.535046 -3.616610 0.0 0.0 0.0
H 7.225436 -1.464529 -2.338083 0.0 0.0 0.0
H 5.368102 -0.024556 -1.577231 0.0 0.0 0.0
H 2.890847 2.954206 -0.525513 0.0 0.0 0.0
H 1.908403 5.077351 0.023592 0.0 0.0 0.0
H 0.100126 6.711635 -0.365673 0.0 0.0 0.0
H -2.036711 5.941133 -1.361690 0.0 0.0 0.0
H -2.392232 3.542239 -1.856597 0.0 0.0 0.0
B -0.876805 -3.086091 -1.693121 0.0 0.0 0.0
N -2.008326 -2.145960 -1.196682 0.0 0.1 0.0
C -3.319801 -2.349233 -1.138146 0.0 0.0 0.0
C -3.956508 -1.145195 -0.850996 0.0 -0.1 0.0
C -2.933418 -0.222019 -0.752154 0.1 0.1 0.1
N -1.755299 -0.836320 -0.965166 0.2 -0.1 -0.1
N 0.233027 -3.069972 -0.594861 0.1 0.1 0.0
C 1.014278 -4.071381 -0.191430 0.0 0.0 0.0
C 2.074584 -3.555971 0.544785 0.0 0.0 0.0
C 1.860592 -2.187330 0.548004 0.0 0.0 -0.2
N 0.737116 -1.904315 -0.131616 0.4 0.1 0.0
H -0.420655 -2.606679 -2.706844 0.0 0.0 0.1
H -1.299535 -4.201258 -1.817576 0.0 0.1 0.0
H -3.717968 -3.333527 -1.320432 0.0 0.0 0.0
H -5.011644 -0.970065 -0.736520 0.0 0.0 0.0
H -2.956294 0.830511 -0.518545 0.0 0.0 0.0
H 0.771553 -5.083909 -0.467656 0.0 0.0 0.0
H 2.883385 -4.097860 1.002165 0.0 0.0 0.0
H 2.439597 -1.392045 0.991570 0.0 0.0 0.0
C 0.285433 -2.060964 3.143399 -0.2 -0.1 0.0
N -0.948901 -1.285792 3.051195 0.1 -0.2 0.2
C -2.125132 -1.667745 3.664609 0.1 -0.1 -0.1
C -3.004629 -0.672356 3.483418 -0.1 0.1 -0.2
N -2.364719 0.316093 2.749300 0.0 0.1 0.2
C -1.087554 -0.075590 2.482279 -0.2 -0.2 -0.1
S 0.156628 0.752619 1.641580 -0.2 0.2 -0.5
C -2.911935 1.645883 2.658747 0.0 0.0 0.1
C -3.575942 2.138273 3.774859 0.1 0.0 0.1
C -4.132549 3.401825 3.689017 0.0 0.0 0.0
C -3.987589 4.115360 2.512722 0.0 0.0 0.0
C -3.283508 3.529907 1.474320 0.0 0.0 0.0
N -2.754402 2.306537 1.533798 -0.1 -0.1 -0.1
H 0.369303 -2.443901 4.157598 0.0 0.0 0.0
H 1.123835 -1.406609 2.931810 0.0 0.0 0.0
H 0.272182 -2.886853 2.432213 0.0 0.1 0.1
H -2.229672 -2.619760 4.153723 0.0 0.0 0.0
H -4.037502 -0.591226 3.767122 0.0 0.0 0.0
H -3.629050 1.572242 4.693457 0.0 0.0 0.0
H -4.658745 3.822054 4.535599 0.0 0.0 0.0
H -4.402592 5.106701 2.399167 0.0 0.0 0.0
H -3.135577 4.061236 0.545497 0.0 0.0 0.0

10
Properties=species:S:1:pos:R:3:forces:R:3 method="wB97M-V/def2-TZVPD" total_energy_ev=-23315.1619 homo_lumo_gap_ev=8.606 smiles="C1=PSCC1" homo_ha=-0.3034 max_force_ev_per_a=2.49
C 0.946644 0.696595 0.537014 1.0 0.3 0.0
P 1.895274 0.477015 -0.852625 -0.3 0.0 1.4
S 0.461809 -0.674489 -1.872635 0.0 0.7 -0.3
C -0.594204 -0.894043 -0.406713 -0.9 0.1 0.0
C -0.533270 0.333255 0.467407 1.9 1.3 -0.8
H 1.310746 1.164010 1.494409 -0.1 -0.3 -1.3
H -0.074498 -1.698136 0.101948 -0.8 -0.7 0.2
H -1.609696 -1.044977 -0.840755 0.7 -0.5 0.8
H -0.902599 0.460175 1.473894 -0.8 -1.1 0.2
H -0.900205 1.180594 -0.101943 -0.8 0.2 -0.2

15
Properties=species:S:1:pos:R:3:forces:R:3 method="wB97M-V/def2-TZVPD" total_energy_ev=-9867.0637 homo_lumo_gap_ev=10.619 smiles="C1=C[C@@H]2ON=C[C@H]2C1" homo_ha=-0.3533 max_force_ev_per_a=5.26
C -0.508482 0.729884 -1.549597 -0.9 -0.9 -2.4
C -0.870008 1.320244 -0.434543 1.2 -2.4 1.8
C -0.466631 0.358327 0.669071 -1.0 3.2 -2.7
O -0.090039 0.836521 1.875068 -0.4 0.6 2.5
N 0.361041 -0.390628 2.405445 2.2 -0.2 -1.0
C 0.922535 -1.030121 1.391341 0.0 0.0 4.0
C 0.753075 -0.241226 0.122609 -0.5 -2.6 -2.3
C 0.110420 -0.763419 -1.412682 3.3 3.5 2.1
H -0.909280 1.316046 -2.379691 0.9 -0.9 -0.9
H -1.169169 2.317949 -0.342699 -0.9 1.1 0.2
H -1.047365 -0.472512 0.902575 -2.7 -1.1 -0.4
H 1.303525 -1.904729 1.954693 0.5 -0.2 -1.9
H 1.328290 0.658538 -0.015945 1.5 -0.4 -0.1
H -0.598385 -1.443146 -1.087498 -1.7 -1.4 0.2
H 0.880473 -1.291726 -2.098147 -1.4 1.6 0.8